Entry from the OMol25 dataset: a cluster of 2 separate species, H3NOS in total at a distorted geometry (ωB97M-V with the def2-TZVPD basis set).

Each line ends with the Löwdin charge.
Element x y z (Å)
1 N 1.537 -0.285 -0.635  0.09
2 O -0.851 -0.482 0.383  -0.67
3 S -1.904 0.373 -0.228  0.83
4 H 1.103 -1.087 -0.212  -0.06
5 H 2.120 0.167 0.053  -0.04
6 H -2.005 1.314 0.639  -0.16

Calculated values
Charge: 0
E_HOMO (alpha / beta), eV: -10.65 / -9.53
Frontier orbital gap (alpha / beta), Ha: 0.343 / 0.343
Relative energy (zero: lowest compared OMol25 entry of this formula, charge and spin), kcal/mol: 66.42
LUMO energy (alpha / beta), eV: -1.329 / -0.207
Spin multiplicity: 1
Total energy, eV: -14417.59909



Entry from the OMol25 dataset: an isolated molecule of H3NOS at a distorted geometry (ωB97M-V with the def2-TZVPD basis set).

Each line ends with the Löwdin charge.
Element x y z (Å)
1 N 0.902 -0.740 0.055  -0.43
2 S -0.742 -0.730 -0.305  0.72
3 O -0.955 0.891 -0.095  -0.52
4 H 1.455 -0.013 -0.673  0.12
5 H 1.212 -0.641 1.089  0.06
6 H -1.872 1.233 -0.070  0.05

Calculated values
Charge: 0
E_HOMO, eV: -8.27
Frontier orbital gap, Ha: 0.330
SMILES: NSO
Relative energy (zero: lowest compared OMol25 entry of this formula, charge and spin), kcal/mol: 11.70
LUMO energy, eV: 0.706
Spin multiplicity: 1
Total energy, eV: -14419.97236



Entry from the OMol25 dataset: a cluster of 2 separate species, H3NOS2 in total at a distorted geometry (ωB97M-V with the def2-TZVPD basis set).

Each line ends with the Löwdin charge.
Element x y z (Å)
1 N -0.316 0.577 0.326  -0.59
2 O 0.666 -0.105 0.933  -0.75
3 S -1.723 -0.258 -0.032  0.73
4 S 1.593 -1.310 0.273  0.74
5 H 0.386 1.023 -1.096  0.11
6 H -2.381 0.778 0.570  -0.09
7 H 1.775 -0.705 -0.973  -0.13

Calculated values
Charge: 0
E_HOMO (alpha / beta), eV: -7.18 / -9.37
Expectation value of S²: 2.01
Frontier orbital gap (alpha / beta), Ha: 0.278 / 0.256
Relative energy (zero: lowest compared OMol25 entry of this formula, charge and spin), kcal/mol: 58.85
LUMO energy (alpha / beta), eV: 0.375 / -2.393
Spin multiplicity: 3
Total energy, eV: -25248.49456



Entry from the OMol25 dataset: an isolated molecule of H3NS2 at a distorted geometry (ωB97M-V with the def2-TZVPD basis set).

Each line ends with the Löwdin charge.
Element x y z (Å)
1 S 1.586 -0.175 -0.282  0.54
2 N -0.008 0.712 -0.027  -0.89
3 S -1.512 -0.136 -0.227  0.58
4 H 1.054 -1.178 0.674  -0.09
5 H 0.032 1.160 0.880  -0.02
6 H -1.397 -0.458 -1.580  -0.12

Calculated values
Charge: 0
E_HOMO, eV: -8.66
Frontier orbital gap, Ha: 0.322
SMILES: SNS
Relative energy (zero: lowest compared OMol25 entry of this formula, charge and spin), kcal/mol: 35.51
LUMO energy, eV: 0.086
Spin multiplicity: 1
Total energy, eV: -23207.44488



Entry from the OMol25 dataset: an isolated molecule of H3NS2 at a distorted geometry (ωB97M-V with the def2-TZVPD basis set).

Each line ends with the Löwdin charge.
Element x y z (Å)
1 N -0.399 0.898 -0.726  -0.46
2 S 2.381 -0.298 -0.145  0.18
3 S 0.671 0.871 0.451  0.44
4 H -1.264 0.244 -0.770  0.11
5 H -0.109 1.087 -1.607  -0.02
6 H 2.592 0.368 -1.283  -0.24

Calculated values
Charge: 0
E_HOMO (alpha / beta), eV: -5.22 / -9.13
Expectation value of S²: 2.01
Frontier orbital gap (alpha / beta), Ha: 0.214 / 0.253
Relative energy (zero: lowest compared OMol25 entry of this formula, charge and spin), kcal/mol: 9.02
LUMO energy (alpha / beta), eV: 0.612 / -2.253
Spin multiplicity: 3
Total energy, eV: -23205.18250



Entry from the OMol25 dataset: a cluster of 2 separate species, H3O2 in total (ωB97M-V with the def2-TZVPD basis set).

Each line ends with the Löwdin charge.
Element x y z (Å)
1 O -0.614 1.161 0.120  -0.60
2 H -1.331 1.337 -0.493  -0.19
3 O 0.694 -1.195 -0.060  -0.18
4 H 0.393 -0.820 0.769  -0.02
5 H 0.240 -0.451 -0.553  -0.01

Calculated values
Charge: -1
E_HOMO, eV: -2.75
Frontier orbital gap, Ha: 0.317
Relative energy (zero: lowest compared OMol25 entry of this formula, charge and spin), kcal/mol: 6.62
LUMO energy, eV: 5.873
Spin multiplicity: 1
Total energy, eV: -4143.54055



Entry from the OMol25 dataset: an isolated molecule of H3O2PS2 at a distorted geometry (ωB97M-V with the def2-TZVPD basis set).

Each line ends with the Löwdin charge.
Element x y z (Å)
1 O -0.173 0.145 1.741  -0.22
2 P -0.255 -0.010 0.143  0.06
3 O 0.476 1.293 -0.430  -0.24
4 S -2.243 -0.252 -0.669  0.07
5 S 1.293 -1.496 -0.278  0.49
6 H -0.871 -0.447 1.964  0.03
7 H 0.088 1.412 -1.265  0.02
8 H 1.686 -0.644 -1.207  -0.21

Calculated values
Charge: 0
E_HOMO, eV: -9.07
Frontier orbital gap, Ha: 0.334
SMILES: OP(O)(=S)S
Relative energy (zero: lowest compared OMol25 entry of this formula, charge and spin), kcal/mol: 13.19
LUMO energy, eV: 0.015
Spin multiplicity: 1
Total energy, eV: -35104.34295



Entry from the OMol25 dataset: a cluster of 2 separate species, H3O4PSi in total at a distorted geometry (ωB97M-V with the def2-TZVPD basis set).

Each line ends with the Löwdin charge.
Element x y z (Å)
1 O 1.562 0.088 1.571  -0.46
2 O 0.486 -2.060 0.826  -0.53
3 O -1.895 0.365 2.090  -0.64
4 O 1.393 1.170 -1.994  -0.61
5 Si 0.279 0.199 -1.544  0.14
6 P 0.530 -0.529 0.745  0.44
7 H -1.337 1.186 2.204  -0.16
8 H 0.146 -1.157 -2.527  -0.08
9 H -1.164 0.739 -1.372  -0.09

Calculated values
Charge: -2
E_HOMO, eV: -0.33
Frontier orbital gap, Ha: 0.264
Relative energy (zero: lowest compared OMol25 entry of this formula, charge and spin), kcal/mol: 54.55
LUMO energy, eV: 6.868
Spin multiplicity: 1
Total energy, eV: -25404.98747



Entry from the OMol25 dataset: a cluster of 2 separate species, H3O6 in total at a distorted geometry (ωB97M-V with the def2-TZVPD basis set).

Each line ends with the Löwdin charge.
Element x y z (Å)
1 O 1.312 -0.157 -0.507  0.10
2 O -1.404 -0.711 -0.524  -0.01
3 O 1.567 -0.156 0.799  0.09
4 O -0.033 1.104 -0.707  0.12
5 O -1.267 -0.097 0.721  0.02
6 O -0.512 1.152 0.422  0.08
7 H 0.574 -0.754 -0.596  0.12
8 H -2.408 -1.024 -0.677  0.24
9 H 2.172 0.643 1.068  0.23

Calculated values
Charge: +1
E_HOMO (alpha / beta), eV: -16.46 / -16.80
Frontier orbital gap (alpha / beta), Ha: 0.304 / 0.333
Relative energy (zero: lowest compared OMol25 entry of this formula, charge and spin), kcal/mol: 11.68
LUMO energy (alpha / beta), eV: -8.180 / -7.745
Spin multiplicity: 1
Total energy, eV: -12311.57718



Entry from the OMol25 dataset: a cluster of 2 separate species, H3O6 in total at a distorted geometry (ωB97M-V with the def2-TZVPD basis set).

Each line ends with the Löwdin charge.
Element x y z (Å)
1 O 0.685 -2.096 0.475  0.02
2 O -1.253 0.377 -1.092  0.19
3 O 0.027 1.391 0.526  0.17
4 O -0.319 -2.762 0.525  0.10
5 O 1.008 -0.167 -0.666  0.13
6 O 0.230 0.768 -0.670  -0.17
7 H 1.412 -2.683 -0.039  0.24
8 H -1.242 0.631 -2.012  0.12
9 H 0.273 0.655 1.182  0.19

Calculated values
Charge: +1
E_HOMO (alpha / beta), eV: -15.47 / -16.38
Frontier orbital gap (alpha / beta), Ha: 0.221 / 0.349
Relative energy (zero: lowest compared OMol25 entry of this formula, charge and spin), kcal/mol: 62.54
LUMO energy (alpha / beta), eV: -9.457 / -6.888
Spin multiplicity: 1
Total energy, eV: -12309.37172



Entry from the OMol25 dataset: a cluster of 2 separate species, H3OP in total at a distorted geometry (ωB97M-V with the def2-TZVPD basis set).

Each line ends with the Löwdin charge.
Element x y z (Å)
1 O 0.736 0.854 0.725  -0.12
2 P -1.055 -1.275 -1.525  0.46
3 H 1.596 0.431 0.944  0.05
4 H -1.351 -0.133 -0.832  -0.37
5 H 0.074 0.122 0.688  -0.02

Calculated values
Charge: 0
E_HOMO (alpha / beta), eV: -9.07 / -9.10
Frontier orbital gap (alpha / beta), Ha: 0.272 / 0.272
Relative energy (zero: lowest compared OMol25 entry of this formula, charge and spin), kcal/mol: 57.76
LUMO energy (alpha / beta), eV: -1.672 / -1.697
Spin multiplicity: 1
Total energy, eV: -11381.77221



Entry from the OMol25 dataset: an isolated molecule of H3OPS at a distorted geometry (ωB97M-V with the def2-TZVPD basis set).

Each line ends with the Löwdin charge.
Element x y z (Å)
1 P -0.899 -0.841 0.462  0.72
2 O -0.125 0.699 0.008  -1.02
3 S 0.877 0.564 -1.358  0.65
4 H -1.197 -0.606 1.897  -0.10
5 H 0.329 -1.674 0.558  -0.10
6 H 1.015 1.858 -1.567  -0.16

Calculated values
Charge: 0
E_HOMO, eV: -8.79
Frontier orbital gap, Ha: 0.327
SMILES: POS
Relative energy (zero: lowest compared OMol25 entry of this formula, charge and spin), kcal/mol: 46.83
LUMO energy, eV: 0.116
Spin multiplicity: 1
Total energy, eV: -22218.30653



Entry from the OMol25 dataset: an isolated molecule of H3OPS2 at a distorted geometry (ωB97M-V with the def2-TZVPD basis set).

Each line ends with the Löwdin charge.
Element x y z (Å)
1 O -0.433 1.440 0.402  -0.57
2 S -0.702 0.187 -0.276  -0.01
3 P 1.323 -0.797 0.013  0.66
4 S -2.202 -0.956 0.180  0.16
5 H -0.521 0.275 -1.738  0.04
6 H 0.812 -0.691 1.303  -0.15
7 H 1.723 0.542 0.115  -0.14

Calculated values
Charge: 0
E_HOMO, eV: -9.38
Frontier orbital gap, Ha: 0.323
SMILES: O=[S@@H](P)=S
Relative energy (zero: lowest compared OMol25 entry of this formula, charge and spin), kcal/mol: 92.53
LUMO energy, eV: -0.591
Spin multiplicity: 1
Total energy, eV: -33052.70699



Entry from the OMol25 dataset: a cluster of 2 separate species, H3OS in total at a distorted geometry (ωB97M-V with the def2-TZVPD basis set).

Each line ends with the Löwdin charge.
Element x y z (Å)
1 S 1.024 0.020 0.027  -0.16
2 H 0.783 0.689 -1.102  -0.41
3 H -0.965 -0.721 0.003  -0.08
4 H -1.612 0.417 0.751  -0.07
5 O -1.824 -0.089 -0.010  -0.28

Calculated values
Charge: -1
E_HOMO, eV: -2.69
Frontier orbital gap, Ha: 0.272
Relative energy (zero: lowest compared OMol25 entry of this formula, charge and spin), kcal/mol: 10.77
LUMO energy, eV: 4.720
Spin multiplicity: 1
Total energy, eV: -12932.24699



Entry from the OMol25 dataset: a cluster of 2 separate species, H3OS2 in total at a distorted geometry (ωB97M-V with the def2-TZVPD basis set).

Each line ends with the Löwdin charge.
Element x y z (Å)
1 O 0.676 2.416 0.975  -0.12
2 H 0.494 3.018 0.128  0.11
3 S -2.013 -2.393 -0.933  -0.51
4 S -0.142 -2.726 -0.269  -0.26
5 H 0.071 1.691 1.080  0.01
6 H 0.916 -2.006 -0.982  -0.22

Calculated values
Charge: -1
E_HOMO, eV: -2.02
Frontier orbital gap, Ha: 0.201
Relative energy (zero: lowest compared OMol25 entry of this formula, charge and spin), kcal/mol: 22.93
LUMO energy, eV: 3.458
Spin multiplicity: 1
Total energy, eV: -23767.26691



Entry from the OMol25 dataset: a cluster of 2 separate species, H3OS2 in total at a distorted geometry (ωB97M-V with the def2-TZVPD basis set).

Each line ends with the Löwdin charge.
Element x y z (Å)
1 O -0.388 -3.027 -1.298  -0.17
2 H 0.138 -2.295 -0.973  -0.06
3 S 1.075 0.256 0.216  -0.72
4 S -0.732 1.498 0.462  -0.80
5 H -1.306 -2.617 -1.113  0.07
6 H -1.213 1.070 1.617  -0.32

Calculated values
Charge: -2
E_HOMO (alpha / beta), eV: 3.41 / 0.24
Expectation value of S²: 0.75
Frontier orbital gap (alpha / beta), Ha: 0.092 / 0.212
Relative energy (zero: lowest compared OMol25 entry of this formula, charge and spin), kcal/mol: 5.90
LUMO energy (alpha / beta), eV: 5.924 / 6.018
Spin multiplicity: 2
Total energy, eV: -23764.18865



Entry from the OMol25 dataset: a structure of composition H3OSm at a distorted geometry (ωB97M-V with the def2-TZVPD basis set).

Each line ends with the Löwdin charge.
Element x y z (Å)
1 Sm 0.557 1.482 -0.244  1.51
2 O -1.042 0.115 0.333  -0.58
3 H -1.971 0.124 0.105  -0.03
4 H 0.860 -0.850 0.094  0.03
5 H 1.596 -0.871 -0.287  0.07

Calculated values
Charge: +1
E_HOMO (alpha / beta), eV: -12.97 / -14.61
Expectation value of S²: 12.01
Frontier orbital gap (alpha / beta), Ha: 0.282 / 0.346
LUMO energy (alpha / beta), eV: -5.287 / -5.183
Spin multiplicity: 7
Total energy, eV: -19992.21299



Entry from the OMol25 dataset: a cluster of 2 separate species, H3PS in total at a distorted geometry (ωB97M-V with the def2-TZVPD basis set).

Each line ends with the Löwdin charge.
Element x y z (Å)
1 P 1.059 -0.914 0.033  0.73
2 S -2.137 -0.106 0.057  0.13
3 H 0.803 0.101 0.861  -0.28
4 H 1.745 -0.159 -0.827  -0.25
5 H -1.471 1.079 -0.124  -0.33

Calculated values
Charge: 0
E_HOMO, eV: -9.14
Frontier orbital gap, Ha: 0.230
Relative energy (zero: lowest compared OMol25 entry of this formula, charge and spin), kcal/mol: 75.93
LUMO energy, eV: -2.889
Spin multiplicity: 1
Total energy, eV: -20169.07300



Entry from the OMol25 dataset: a cluster of 2 separate species, H3PS2 in total at a distorted geometry (ωB97M-V with the def2-TZVPD basis set).

Each line ends with the Löwdin charge.
Element x y z (Å)
1 P 0.288 0.439 -0.053  -0.15
2 S 2.150 -0.019 0.465  0.04
3 S -1.234 -0.878 0.366  0.30
4 H -0.850 1.991 0.373  0.09
5 H 0.459 0.645 -1.347  -0.14
6 H -0.813 -2.178 0.196  -0.15

Calculated values
Charge: 0
E_HOMO, eV: -9.11
Frontier orbital gap, Ha: 0.301
Relative energy (zero: lowest compared OMol25 entry of this formula, charge and spin), kcal/mol: 47.40
LUMO energy, eV: -0.912
Spin multiplicity: 1
Total energy, eV: -31006.02061



Entry from the OMol25 dataset: a cluster of 2 separate species, H3S3 in total (ωB97M-V with the def2-TZVPD basis set).

Each line ends with the Löwdin charge.
Element x y z (Å)
1 S -0.229 -0.973 2.056  0.26
2 H -1.442 -1.338 1.632  -0.27
3 S -0.534 1.216 -0.577  -0.30
4 S 1.309 1.009 -1.520  -0.05
5 H -0.103 -0.091 0.932  -0.37
6 H 0.999 0.176 -2.522  -0.28

Calculated values
Charge: -1
E_HOMO, eV: -2.74
Frontier orbital gap, Ha: 0.232
Relative energy (zero: lowest compared OMol25 entry of this formula, charge and spin), kcal/mol: 1.42
LUMO energy, eV: 3.575
Spin multiplicity: 1
Total energy, eV: -32555.77673